Density functional theory data (ωB97M-V with the def2-TZVPD basis set) for C18H38BN6O2OsS as an isolated structure.

As for the gap between HOMO and LUMO (spin up / spin down): 0.30307 / 0.28803 Ha. The LUMO energy (spin up / spin down) comes out at -7.99 / -9.22 eV. The energy above the lowest of the compared OMol25 structures with the same formula, charge and spin comes out at 0.000 eV. Its total energy is -46275.2930 eV.

```
! RIJCOSX wB97M-V def2-TZVPD def2/J DEFGRID3
* xyz 3 5
Os -0.1263 2.1516 -0.1013
N 1.9918 1.9127 -0.8883
C 2.8647 2.9607 -0.2899
C 2.1932 4.3180 -0.3911
N 0.8634 4.3351 0.2672
C -0.0268 5.3784 -0.3051
C -1.4497 4.8931 -0.5436
N -1.4389 3.5916 -1.2690
C 1.0116 4.4492 1.7370
C -0.1539 3.8486 2.5019
N -0.3096 2.4004 2.1651
H 2.3647 0.9888 -0.6803
H 2.0238 1.9847 -1.9041
H 3.8305 2.9986 -0.7950
H 3.0515 2.6762 0.7454
H 2.0507 4.5592 -1.4457
H 2.8510 5.0874 0.0238
H 0.3953 5.7039 -1.2565
H -0.0535 6.2624 0.3365
H -1.9943 5.6510 -1.1088
H -1.9884 4.7335 0.3888
H -1.1110 3.7380 -2.2231
H -2.3921 3.2524 -1.3726
H 1.1373 5.4959 2.0287
H 1.9260 3.9305 2.0293
H -1.0905 4.3482 2.2634
H 0.0145 3.9720 3.5721
H -1.1908 2.0644 2.5473
H 0.4068 1.8667 2.6546
C -2.3320 -1.8239 -2.3865
C -2.4338 -1.9447 -0.8779
C -3.5107 -2.9260 -0.4706
O -1.1211 -2.4607 -0.4068
B -0.3735 -1.3903 -0.0745
O -1.0497 -0.1847 -0.0805
C -2.5055 -0.5748 -0.1439
C -2.9752 -0.6784 1.2943
C -3.2541 0.5029 -0.8922
H -2.0886 -2.7971 -2.8101
H -1.5598 -1.1147 -2.6912
H -3.2842 -1.5098 -2.8129
H -3.3964 -3.8494 -1.0369
H -4.4958 -2.5208 -0.7062
H -3.4754 -3.1603 0.5909
H -2.4334 -1.4443 1.8501
H -4.0377 -0.9138 1.3355
H -2.8315 0.2795 1.7966
H -2.8140 0.7082 -1.8671
H -3.2750 1.4137 -0.2871
H -4.2912 0.2004 -1.0419
C 0.5328 -6.4349 -0.4738
C 1.5168 -5.3854 -0.0953
C 2.8436 -5.6152 0.1848
C 3.6716 -4.5404 0.5095
N 3.1809 -3.2815 0.5511
C 1.9256 -3.0965 0.2829
S 1.3876 -1.4115 0.4040
N 1.0835 -4.0993 -0.0418
C 5.1111 -4.7076 0.8238
H 0.8558 -7.4073 -0.1113
H 0.4624 -6.4885 -1.5633
H -0.4575 -6.2177 -0.0741
H 3.2315 -6.6230 0.1559
H 0.1041 -3.8840 -0.2323
H 5.4156 -5.7499 0.8073
H 5.3190 -4.2777 1.8050
H 5.7033 -4.1440 0.0999
*
```